16
Properties=species:S:1:pos:R:3:nbo_charge:R:1 method="wB97M-V/def2-TZVPD" charge=+1 smiles="Cn1c[n+](N[N+](=O)[O-])cn1" homo_lumo_gap_ev=11.60 e_lumo_ev=-4.1
C 0.10534 1.38017 0.75330 0.192
C 0.21766 -0.29957 -0.51054 0.261
C 2.59770 -0.83405 -0.05165 -0.441
N 1.35619 0.95322 0.83488 -0.174
N 1.35649 -0.13106 0.09882 -0.102
N -0.64183 0.59987 -0.00657 -0.164
N -1.92548 0.61513 -0.49614 -0.363
N -2.86644 -0.38947 0.02118 0.670
O -2.36081 -1.26829 0.62187 -0.316
O -3.98685 -0.08867 -0.22051 -0.281
H -0.19546 2.23867 1.30344 0.257
H -0.13726 -0.83930 -1.38853 0.274
H 2.48288 -1.99141 0.02156 0.250
H 2.99229 -0.74016 -0.98750 0.241
H 3.23299 -0.65270 0.86153 0.277
H -2.22742 1.44761 -0.85513 0.419

---

54
Properties=species:S:1:pos:R:3:nbo_charge:R:1 method="wB97M-V/def2-TZVPD" charge=0 multiplicity=2 s_squared=0.755 homo_lumo_gap_ev="6.68 / 6.57" e_lumo_ev="-0.5 / -1.2"
K 0.76130 -0.24045 -0.79443 0.913
Cl 0.72058 -5.29803 -6.40173 -0.015
C 0.71837 -4.40439 -4.90296 -0.093
C 1.48380 -4.85621 -3.82494 -0.172
C 1.46982 -4.16966 -2.63638 -0.272
C 0.70994 -2.99112 -2.46044 0.372
O 0.71317 -2.37921 -1.30430 -0.817
C -0.03606 -2.52750 -3.57864 -0.146
C -0.85927 -1.32159 -3.60880 0.181
N -0.89886 -0.38203 -2.73833 -0.526
C -1.76078 0.74347 -2.93374 0.114
C -2.47563 1.00006 -4.07424 -0.228
C -3.30606 2.13505 -4.20297 -0.180
C -3.42325 3.02738 -3.18076 -0.195
C -2.69975 2.81361 -1.98451 -0.103
C -2.79160 3.70819 -0.89074 -0.117
C -2.10241 3.45569 0.25277 -0.265
C -1.30021 2.29727 0.29784 0.077
N -1.15359 1.46135 -0.69714 -0.484
C -1.86258 1.68267 -1.84692 0.218
C -0.03088 -3.26949 -4.77476 -0.182
H 2.07237 -5.75829 -3.93234 0.225
H 2.03471 -4.52341 -1.78310 0.224
H -1.48207 -1.26996 -4.50541 0.153
H -2.41411 0.32669 -4.91930 0.212
H -3.85254 2.28624 -5.12589 0.218
H -4.06226 3.89953 -3.26472 0.216
H -3.42384 4.58420 -0.98102 0.217
H -2.15911 4.10988 1.11276 0.227
H -0.77044 2.05871 1.21606 0.187
H -0.62736 -2.92689 -5.61319 0.217
Cl -2.64205 -3.44896 -1.47928 -0.433
Ge -1.38238 -2.23267 -0.19788 1.154
Cl -2.83560 -1.01168 0.96026 -0.455
Cl -0.68615 -3.62400 1.34264 -0.455
O 0.85069 3.31395 6.96816 -0.712
C 2.18163 3.01583 6.60609 0.084
N 2.29452 1.83238 5.78875 -0.627
C 2.08923 1.90895 4.44476 0.667
O 1.86993 2.96409 3.87635 -0.621
C 2.18026 0.61838 3.68382 -0.192
C 2.78857 -0.53178 4.16327 -0.129
C 2.80437 -1.66822 3.37409 -0.253
C 2.20738 -1.61581 2.12760 0.067
N 1.62781 -0.50947 1.64276 -0.479
C 1.62551 0.57925 2.41224 0.088
H 0.40486 3.66323 6.18745 0.477
H 2.72636 2.84802 7.52998 0.181
H 2.63748 3.83272 6.05285 0.189
H 2.19591 0.93829 6.23796 0.398
H 3.27189 -0.54643 5.13354 0.216
H 3.27061 -2.58209 3.71684 0.231
H 2.17200 -2.49107 1.48811 0.222
H 1.15582 1.47531 2.02187 0.207

---

30
Properties=species:S:1:pos:R:3:nbo_charge:R:1 method="wB97M-V/def2-TZVPD" charge=-1 smiles="Cc1ccc([S@@](=O)([O-])=NC(=O)n2cnc([N+](=O)[O-])c2)cc1" homo_lumo_gap_ev=8.54 e_lumo_ev=2.6
C -0.86326 -0.85420 -5.00579 -0.632
C -1.16484 -0.93818 -3.51578 -0.013
C -2.37118 -0.45076 -3.00044 -0.223
C -2.66695 -0.50998 -1.63958 -0.178
C -1.71309 -1.05868 -0.76592 -0.307
S -1.92819 -1.00792 1.06785 2.272
N -0.63710 -0.04930 1.61671 -0.927
C -0.66540 0.59270 2.76587 0.851
O -1.26632 0.97808 3.74093 -0.603
O -3.22344 -0.35854 1.34201 -0.951
O -1.69317 -2.35583 1.45095 -0.947
C -0.53703 -1.60448 -1.26367 -0.120
C -0.26952 -1.52614 -2.61995 -0.239
H 0.11816 -1.29865 -5.24064 0.213
H -1.60775 -1.39311 -5.62684 0.215
H -0.83188 0.18975 -5.37946 0.218
H -3.06445 -0.02114 -3.71854 0.203
H -3.61386 -0.10335 -1.28576 0.241
H 0.20328 -2.06277 -0.61402 0.230
H 0.64295 -1.91851 -3.04460 0.204
N 0.98905 0.96108 3.02219 -0.417
C 1.40088 1.23262 4.28299 0.166
N 2.67229 1.69859 4.38322 -0.442
C 3.05252 1.71672 3.04818 0.086
N 4.37924 2.06488 2.64039 0.502
O 4.62066 2.07191 1.39453 -0.445
O 5.22932 2.32704 3.51117 -0.386
C 1.99998 1.28787 2.20435 -0.020
H 0.76885 1.11554 5.12867 0.207
H 2.04026 1.27479 1.12096 0.240

---

27
Properties=species:S:1:pos:R:3:nbo_charge:R:1 method="wB97M-V/def2-TZVPD" charge=0 smiles="C=CC[C@H]1CCCCN=C1N" homo_lumo_gap_ev=10.03 e_lumo_ev=1.0
C 0.03956 1.34079 -0.50001 0.482
C 0.95200 -0.64724 -1.47592 -0.260
C 2.27949 -0.73292 -0.79770 -0.412
C 1.98943 -0.70432 0.74754 -0.395
C 0.99835 0.28164 1.43292 -0.410
C -0.29492 0.61396 0.90468 -0.297
C -1.19450 -0.58157 0.63794 -0.435
C -2.63863 -0.23360 0.14456 -0.186
C -3.20002 -1.06518 -0.66341 -0.411
H -0.14381 3.40654 0.23376 0.391
H -0.41145 2.97919 -1.39784 0.381
H 0.02374 -1.29866 -1.16603 0.199
H 1.31619 -0.86047 -2.48722 0.211
H 2.86470 0.17636 -0.97703 0.219
H 2.91439 -1.70934 -1.05874 0.213
H 1.53975 -1.81693 0.88705 0.177
H 2.95711 -0.71061 1.34638 0.215
H 1.53508 1.27423 1.64588 0.197
H 1.01334 -0.06691 2.49454 0.216
H -0.63990 1.43246 1.66879 0.226
H -0.61921 -1.21112 0.04425 0.202
H -1.55070 -1.08156 1.61128 0.222
H -3.11094 0.65277 0.63076 0.213
H -2.39008 -1.93270 -0.98089 0.187
H -4.30942 -1.02038 -1.00913 0.221
N -0.48818 2.69718 -0.39899 -0.865
N 0.56863 0.81837 -1.51741 -0.498

---

Relative energy (zero: lowest compared OMol25 entry of this formula, charge and spin) in kcal/mol, matching the order above: 112.19; 29.66; 0.00; 93.02